(1)
Below is a 2-piece molecular cluster, C3H4N2O2S overall in a non-equilibrium geometry, with properties calculated with ωB97M-V/def2-TZVPD.

XYZ file:
```
12
Properties=species:S:1:pos:R:3
C 0.22 0.90 0.03
C -1.63 -0.53 -0.20
C 0.64 -0.45 -0.04
H 1.74 2.06 -0.77
H -1.74 1.51 -0.38
H -0.40 -2.48 0.74
H 2.56 -0.74 1.09
N -1.13 0.71 -0.06
N -0.56 -1.30 -0.27
O 0.89 2.05 0.01
O -2.87 -0.73 0.01
S 2.27 -1.00 -0.15
```

Energy above the lowest of the compared OMol25 structures with the same formula, charge and spin in eV: 4.851
E_LUMO in eV: -0.9162

=====

(2)
Below is one molecule with the formula C4H5N3O3 in a non-equilibrium geometry, with properties calculated with ωB97M-V/def2-TZVPD.

XYZ file:
```
15
Properties=species:S:1:pos:R:3
C 2.39 1.24 -0.16
N 1.11 0.48 -0.22
N 0.07 1.34 0.03
C -1.09 0.75 0.11
O -2.10 1.49 0.21
C -1.39 -0.74 -0.04
O -2.46 -1.21 -0.18
N -0.16 -1.45 -0.11
C 1.13 -0.83 0.00
O 2.12 -1.48 0.29
H 2.44 1.58 0.91
H 3.22 0.66 -0.33
H 2.40 2.15 -0.71
H -1.89 2.47 0.00
H -0.13 -2.38 0.18
```

Energy above the lowest of the compared OMol25 structures with the same formula, charge and spin in eV: 1.725
SMILES string: Cn1nc(O)c(=O)[nH]c1=O
E_LUMO in eV: 0.1325

=====

(3)
Below is a 8-piece molecular cluster, C19H30Cl14I3NO5 overall in a non-equilibrium geometry, with properties calculated with ωB97M-V/def2-TZVPD.

XYZ file:
```
72
Properties=species:S:1:pos:R:3
C 3.77 -1.71 1.53
C 2.17 -1.36 1.52
C 1.95 -0.39 0.26
I 2.49 1.72 0.68
C 0.60 -0.58 -0.56
C 1.01 -1.57 -1.79
C 1.61 -2.97 -1.32
O 2.88 -3.08 -1.30
O 0.89 -4.12 -0.91
O 0.44 0.71 -1.26
C -0.84 0.66 -1.93
O -1.19 1.31 -2.93
O -1.60 -0.28 -1.15
C -0.86 -0.74 0.05
C -1.46 0.41 1.07
N -0.53 0.94 2.08
C -1.32 -2.08 0.79
I -1.04 -2.35 2.97
C -1.91 -3.22 0.18
C -2.37 -4.51 1.06
I -2.28 -3.37 -1.94
H 3.99 -2.76 1.16
H 4.38 -0.93 0.94
H 4.18 -1.64 2.61
H 1.98 -0.86 2.53
H 1.61 -2.36 1.44
H 2.80 -0.68 -0.47
H 1.83 -1.05 -2.41
H 0.16 -1.78 -2.51
H 0.58 -4.60 -1.72
H -2.39 -0.06 1.57
H -1.88 1.31 0.48
H -1.08 1.10 2.94
H 0.23 0.31 2.37
H -3.10 -4.22 1.90
H -1.41 -5.00 1.42
H -2.95 -5.23 0.39
Cl 0.97 5.30 -3.64
C -0.16 4.51 -2.54
Cl -0.98 5.69 -1.51
H -0.90 3.96 -3.12
H 0.40 3.81 -1.91
Cl 5.24 8.88 -5.25
C 4.06 7.80 -4.50
Cl 2.91 7.17 -5.69
H 4.59 6.96 -4.04
H 3.51 8.35 -3.74
Cl -0.50 -2.84 6.63
C -0.06 -1.14 6.88
Cl -0.24 -0.21 5.39
H -0.70 -0.72 7.65
H 0.98 -1.10 7.20
Cl 0.97 9.84 -3.75
C -0.15 9.04 -2.64
Cl -0.98 10.21 -1.61
H -0.89 8.49 -3.23
H 0.40 8.34 -2.02
Cl -4.35 -6.59 -0.96
C -5.49 -7.40 0.13
Cl -6.32 -6.23 1.16
H -6.22 -7.93 -0.47
H -4.94 -8.10 0.76
Cl 2.22 -4.66 6.34
C 3.47 -3.46 6.01
Cl 2.86 -2.16 4.98
H 3.81 -3.03 6.96
H 4.31 -3.94 5.51
Cl -4.20 -0.40 -5.06
C -3.78 1.30 -4.82
Cl -4.01 2.22 -6.31
H -4.43 1.71 -4.05
H -2.74 1.37 -4.51
```

SMILES string: CC[C@H](I)[C@]1(CC(=O)O)OC(=O)O[C@@]1(CN)/C(I)=C(/C)I.ClCCl.ClCCl.ClCCl.ClCCl.ClCCl.ClCCl.ClCCl
E_LUMO in eV: -0.4808

=====

(4)
Below is an isolated ion of composition C8H21NOP and charge +1 in a non-equilibrium geometry, with properties calculated with ωB97M-V/def2-TZVPD.

XYZ file:
```
32
Properties=species:S:1:pos:R:3
C 1.64 1.61 1.06
C 1.14 1.63 -1.50
C 1.39 -1.77 1.30
C 1.24 -2.19 -1.15
C -3.67 0.93 0.60
C -0.96 0.34 0.71
C 1.37 0.76 -0.20
C 0.52 -1.52 0.02
N 0.18 -0.08 -0.12
O -2.35 -0.11 -1.40
P -2.58 -0.43 0.18
H 0.98 2.49 0.93
H 1.37 1.07 2.04
H 2.68 1.95 1.07
H 0.01 1.88 -1.61
H 1.36 1.13 -2.42
H 1.67 2.47 -1.39
H 2.27 -2.25 0.84
H 1.58 -0.89 1.79
H 0.91 -2.51 2.10
H 2.20 -1.86 -1.18
H 0.83 -1.86 -2.07
H 1.24 -3.24 -1.14
H -4.72 0.65 0.44
H -3.58 1.85 0.16
H -3.70 1.05 1.67
H -0.98 1.44 0.81
H -0.81 -0.02 1.72
H 2.27 0.04 -0.44
H -0.47 -1.92 0.32
H -0.15 -0.11 -1.13
H -2.88 -0.53 -1.98
```

Charge: +1
Spin multiplicity: 3
E_LUMO (spin up / spin down) in eV: -2.2334 / -6.2188